1.
Density functional theory data (wB97M-V/def2-TZVPD) for 2 unconnected molecules or ions with the total composition C3H6N2O in a non-equilibrium geometry.

Results
HOMO (alpha / beta): -7.34 / -7.34 eV
relative energy (zero: lowest compared OMol25 entry of this formula, charge and spin): 850.7 kJ/mol
electronic energy: -8227.8821 eV
molecular weight: 86.09 g/mol
frontier orbital gap (alpha / beta): 4.9 / 4.9 eV

Cartesian coordinates (Å):
C (-1.07333, 0.00443, 0.13526)
C (0.42723, -0.05302, 0.04450)
C (1.11570, -1.39073, 0.15965)
N (-0.58908, 3.16419, -0.84714)
N (-0.27436, 0.51060, 1.14004)
O (-1.39804, 2.33868, -1.14103)
H (-1.69861, 0.78881, -0.17438)
H (-1.60434, -1.00712, 0.38881)
H (0.93425, 0.74710, -0.59982)
H (1.73935, -1.36756, 1.18590)
H (1.94858, -1.50597, -0.50917)
H (0.47266, -2.22941, 0.21739)

Atomic partial charges in e from the natural (NBO) method, atoms 1 to 2:
1. C -0.33
2. C -0.14

***

2.
Density functional theory data (wB97M-V/def2-TZVPD) for 7 unconnected molecules or ions with the total composition C10H34O7.

Results
HOMO: -10.00 eV
relative energy (zero: lowest compared OMol25 entry of this formula, charge and spin): 156.9 kJ/mol
electronic energy: -25252.5044 eV
molecular weight: 266.37 g/mol
frontier orbital gap: 10.1 eV
SMILES string: CCO.CCO.CCO.CCO.CCO.O.O

Cartesian coordinates (Å):
C (4.14962, 2.11553, -1.53580)
C (3.88298, 2.89251, -0.27696)
O (3.45514, 1.97164, 0.73622)
H (4.90480, 1.35126, -1.32290)
H (4.60458, 2.75513, -2.29492)
H (3.26132, 1.60805, -1.90418)
H (3.13342, 3.67765, -0.42452)
H (4.80819, 3.38907, 0.04673)
H (2.89128, 2.42134, 1.36979)
C (2.94014, -2.47607, -0.33076)
C (4.13204, -3.24853, -0.81449)
O (4.81405, -3.82805, 0.31869)
H (3.15719, -1.76855, 0.46726)
H (2.18201, -3.16880, 0.03567)
H (2.52874, -1.90996, -1.16869)
H (4.80809, -2.58382, -1.36512)
H (3.78106, -4.05199, -1.47162)
H (5.67649, -4.13666, 0.02734)
C (-3.42384, -1.62040, 2.66237)
C (-4.49538, -0.78335, 3.31343)
O (-4.54845, -0.97570, 4.73643)
H (-3.45845, -1.46776, 1.58346)
H (-3.53456, -2.68028, 2.87044)
H (-2.46331, -1.26687, 3.04773)
H (-5.48864, -1.05562, 2.96000)
H (-4.28073, 0.26630, 3.10495)
H (-3.77019, -0.57282, 5.13195)
C (-1.63813, 3.73922, 0.08970)
C (-3.01136, 3.17877, -0.16282)
O (-3.71776, 3.14317, 1.06673)
H (-1.19196, 3.94631, -0.88814)
H (-1.02415, 3.05126, 0.66100)
H (-1.71457, 4.72126, 0.55726)
H (-2.98049, 2.16688, -0.59128)
H (-3.56372, 3.79327, -0.88786)
H (-4.53862, 2.66481, 0.91591)
C (0.25205, 0.80192, -0.99773)
C (-0.82563, -0.24053, -0.63931)
O (-0.30879, -1.56903, -0.75350)
H (0.96029, 0.88302, -0.17728)
H (-0.21558, 1.76370, -1.22054)
H (0.73472, 0.51525, -1.93369)
H (-1.69468, -0.07676, -1.29849)
H (-1.18285, -0.07713, 0.37712)
H (-0.17436, -1.67750, -1.71488)
O (-2.48145, -3.38375, -0.13297)
H (-1.92606, -2.63180, -0.42423)
H (-1.87479, -3.92948, 0.37690)
O (-0.35293, -1.73906, -3.57944)
H (0.10899, -1.98442, -4.38820)
H (-1.28580, -1.91266, -3.75676)

Atomic partial charges in e from the natural (NBO) method, atoms 1 to 2:
1. C -0.63
2. C -0.06

***

3.
Density functional theory data (wB97M-V/def2-TZVPD) for a gas-phase ion, H2N3O5S (charge -1) in a non-equilibrium geometry.

Results
HOMO: -4.84 eV
relative energy (zero: lowest compared OMol25 entry of this formula, charge and spin): 0.0 kJ/mol
electronic energy: -25571.1837 eV
molecular weight: 156.10 g/mol
frontier orbital gap: 8.7 eV
charge: -1
SMILES string: NN=[S@](=O)([O-])O[N+](=O)[O-]

Cartesian coordinates (Å):
N (0.33028, -0.74922, -0.50014)
N (-0.52032, -1.31642, 0.41837)
S (-1.21637, -0.57462, 1.55420)
O (-0.52072, 0.54448, 2.13627)
O (-1.70431, -1.49002, 2.53770)
O (-2.89094, 0.16933, 0.87255)
N (-2.79974, -0.20711, -0.37684)
O (-2.08195, 0.45119, -1.09644)
O (-3.46445, -1.13492, -0.76487)
H (0.91915, -0.09442, -0.01525)
H (-0.27377, -0.36788, -1.17501)

Atomic partial charges in e from the natural (NBO) method, atoms 1 to 2:
1. N -0.66
2. N -0.78

***

4.
Density functional theory data (wB97M-V/def2-TZVPD) for a molecular structure, C24H64IInO16P in a non-equilibrium geometry.

Results
HOMO: -5.79 eV
electronic energy: -81246.1261 eV
molecular weight: 881.46 g/mol
frontier orbital gap: 7.8 eV
charge: -1

Cartesian coordinates (Å):
O (3.55155, -1.30782, -0.29888)
P (4.09940, -1.20857, 1.18239)
O (4.75038, -2.78701, 1.67036)
O (2.90650, -0.75759, 2.36885)
In (6.02048, 0.43780, 1.33436)
O (5.33752, 2.14185, 2.34675)
I (8.34537, -0.55010, 2.57100)
H (5.11183, -2.58902, 2.60012)
H (3.35682, -0.60823, 3.25663)
H (6.44942, 0.93054, -0.33740)
H (5.10241, 1.87464, 3.30202)
C (2.82936, 0.81292, 5.69803)
O (4.08203, 1.33576, 6.12812)
C (3.94911, 2.61841, 6.74973)
C (4.02001, 2.50666, 8.27505)
O (2.88392, 1.80583, 8.79793)
C (3.19135, 0.45512, 9.13043)
H (2.96483, -0.24358, 5.45311)
H (2.06562, 0.89307, 6.47681)
H (2.49795, 1.34215, 4.80026)
H (3.02358, 3.11315, 6.43185)
H (4.79041, 3.22743, 6.40434)
H (3.99436, 3.51246, 8.70317)
H (4.95385, 2.02788, 8.59285)
H (3.78000, 0.42807, 10.05198)
H (3.73724, -0.04793, 8.32857)
H (2.25214, -0.07710, 9.29751)
C (-0.30306, -6.04844, 4.43833)
O (-0.93113, -4.92855, 3.82279)
C (-0.90020, -3.76460, 4.65558)
C (0.18956, -2.78801, 4.20526)
O (1.49747, -3.33629, 4.41518)
C (2.07112, -3.83567, 3.21059)
H (-0.15316, -6.81844, 3.67729)
H (0.67022, -5.78685, 4.86320)
H (-0.95180, -6.45011, 5.22172)
H (-0.77327, -4.04069, 5.70919)
H (-1.87333, -3.27434, 4.55242)
H (0.12538, -1.88316, 4.81575)
H (0.05161, -2.49863, 3.15669)
H (2.39378, -2.99999, 2.58287)
H (1.37098, -4.46528, 2.65613)
H (2.94505, -4.43638, 3.47262)
C (1.73445, -1.55832, -2.86113)
O (0.54411, -1.22857, -3.56955)
C (0.57146, 0.10759, -4.08255)
C (0.88986, 0.12140, -5.58006)
O (2.23124, -0.31852, -5.83001)
C (2.27882, -1.66721, -6.28636)
H (1.75099, -2.63970, -2.70337)
H (2.63182, -1.27560, -3.41882)
H (1.73326, -1.06101, -1.88717)
H (1.28084, 0.72760, -3.52149)
H (-0.42925, 0.52535, -3.93405)
H (0.82237, 1.15002, -5.94473)
H (0.16948, -0.48442, -6.14246)
H (1.94394, -1.71553, -7.32656)
H (1.66491, -2.32810, -5.66963)
H (3.31529, -2.00828, -6.23456)
C (-5.75673, 3.04904, -3.27919)
O (-5.32712, 1.94533, -2.48876)
C (-4.74501, 0.90518, -3.28155)
C (-3.21633, 0.93532, -3.20193)
O (-2.68683, 2.11298, -3.82484)
C (-2.31122, 3.10303, -2.87185)
H (-5.96894, 3.88731, -2.61075)
H (-4.98987, 3.36108, -3.99388)
H (-6.67355, 2.78477, -3.81354)
H (-5.08835, 0.96699, -4.32113)
H (-5.09796, -0.04471, -2.86790)
H (-2.81821, 0.08013, -3.75486)
H (-2.87343, 0.85556, -2.16351)
H (-1.38225, 2.80412, -2.37769)
H (-3.09136, 3.26594, -2.12428)
H (-2.13992, 4.04127, -3.40444)
C (0.71251, -6.39955, -2.65286)
O (-0.43014, -6.91206, -1.97521)
C (-0.07665, -7.66474, -0.80998)
C (-0.28813, -6.84544, 0.46600)
O (0.62901, -5.74574, 0.53520)
C (0.01684, -4.51117, 0.17388)
H (0.37526, -5.65568, -3.37912)
H (1.41289, -5.91878, -1.96398)
H (1.21758, -7.20890, -3.18744)
H (0.95470, -8.03083, -0.87873)
H (-0.73995, -8.53489, -0.78066)
H (-0.08287, -7.48199, 1.33102)
H (-1.32417, -6.49473, 0.54282)
H (-0.63401, -4.17212, 0.98502)
H (-0.55933, -4.59709, -0.75060)
H (0.80570, -3.77068, 0.02331)
C (-3.28130, 6.73752, -3.81333)
O (-4.68911, 6.53063, -3.86612)
C (-5.40229, 7.43890, -3.02014)
C (-6.02695, 8.57831, -3.82985)
O (-5.01934, 9.42849, -4.39306)
C (-4.80185, 9.16201, -5.77551)
H (-2.82276, 6.18669, -4.63848)
H (-3.02097, 7.79489, -3.91535)
H (-2.88708, 6.34975, -2.86986)
H (-4.75218, 7.82725, -2.22706)
H (-6.20524, 6.86652, -2.54512)
H (-6.62506, 9.20044, -3.15843)
H (-6.69074, 8.18962, -4.61124)
H (-5.63386, 9.56174, -6.36244)
H (-4.69129, 8.09282, -5.97206)
H (-3.88240, 9.66741, -6.07960)

Atomic partial charges in e from the Löwdin method, atoms 1 to 2:
1. O -0.45
2. P 0.57

***

5.
Density functional theory data (wB97M-V/def2-TZVPD) for a single C3H5N3OS molecule in a non-equilibrium geometry.

Results
HOMO: -8.73 eV
relative energy (zero: lowest compared OMol25 entry of this formula, charge and spin): 376.3 kJ/mol
electronic energy: -20541.7593 eV
molecular weight: 131.16 g/mol
frontier orbital gap: 8.9 eV
SMILES string: OCC1=NN=CNS1

Cartesian coordinates (Å):
O (2.95411, 0.39743, 0.00105)
C (1.94202, -0.50327, 0.19231)
C (0.54588, 0.09970, -0.01870)
N (0.25016, 1.28284, -0.02066)
N (-1.16525, 1.70716, -0.23247)
C (-1.96984, 0.72124, 0.06896)
N (-1.86320, -0.56648, 0.43361)
S (-0.49359, -1.32584, -0.29263)
H (2.49473, 1.29941, 0.17456)
H (2.13898, -1.44106, -0.25677)
H (1.63399, -0.72882, 1.30618)
H (-3.00776, 1.10649, -0.04375)
H (-2.65577, -1.07271, 0.77463)

Atomic partial charges in e from the natural (NBO) method, atoms 1 to 2:
1. O -0.69
2. C -0.09

***

6.
Density functional theory data (wB97M-V/def2-TZVPD) for a single C5H8O molecule.

Results
HOMO: -8.53 eV
relative energy (zero: lowest compared OMol25 entry of this formula, charge and spin): 89.4 kJ/mol
electronic energy: -7361.3285 eV
molecular weight: 84.12 g/mol
frontier orbital gap: 9.6 eV
SMILES string: C1=COCCC1

Cartesian coordinates (Å):
C (1.04299, -0.66454, 0.67492)
C (1.56354, 0.43320, 0.12188)
O (0.81752, 1.39335, -0.49291)
C (-0.57430, 1.24678, -0.23282)
C (-1.00310, -0.15091, -0.66010)
C (-0.35312, -1.12343, 0.33499)
H (1.67108, -1.27706, 1.31442)
H (2.62962, 0.65055, 0.09747)
H (-1.06482, 2.07076, -0.75650)
H (-0.76155, 1.35382, 0.84961)
H (-0.62544, -0.30073, -1.67927)
H (-2.09083, -0.28337, -0.69019)
H (-0.26742, -2.12304, -0.10906)
H (-0.98416, -1.22539, 1.22755)

Atomic partial charges in e from the natural (NBO) method, atoms 1 to 2:
1. C -0.33
2. C 0.13

***

7.
Density functional theory data (wB97M-V/def2-TZVPD) for a molecular structure, C2HHgLiO3 in a non-equilibrium geometry.

Results
HOMO (alpha / beta): -5.18 / -7.56 eV
relative energy (zero: lowest compared OMol25 entry of this formula, charge and spin): 263.9 kJ/mol
electronic energy: -12606.8509 eV
molecular weight: 280.56 g/mol
frontier orbital gap (alpha / beta): 3.9 / 6.1 eV
multiplicity: 3

Cartesian coordinates (Å):
O (0.00678, 1.82104, 0.42384)
C (-0.85557, 1.12022, -0.03902)
H (-1.91262, 1.44316, -0.07955)
O (1.11329, -0.97879, -0.24424)
C (0.27985, -0.31270, -0.89100)
O (-0.97905, -0.43380, -0.27745)
Li (2.71085, -0.11530, 0.44835)
Hg (-0.36352, -2.54384, 0.65907)

Atomic partial charges in e from the natural (NBO) method, atoms 1 to 2:
1. O -0.62
2. C 0.45

***

8.
Density functional theory data (wB97M-V/def2-TZVPD) for 2 unconnected molecules or ions with the total composition C4H8N3O4 in a non-equilibrium geometry.

Results
HOMO: -5.22 eV
relative energy (zero: lowest compared OMol25 entry of this formula, charge and spin): 65.9 kJ/mol
electronic energy: -16935.8012 eV
molecular weight: 162.13 g/mol
frontier orbital gap: 8.6 eV
charge: -1

Cartesian coordinates (Å):
C (-1.74816, -2.00873, 0.07960)
C (0.43861, -0.68892, 2.06360)
C (0.54954, -0.63890, 0.49278)
C (-0.78649, -0.76482, -0.10561)
N (0.89023, 2.70678, -1.08209)
N (-1.41374, 0.31941, -0.57359)
N (0.42578, 1.68400, -1.52152)
O (-2.67242, -1.93381, -0.69600)
O (1.16736, 0.93078, -2.28030)
O (-1.47969, -2.70653, 1.03887)
O (2.19380, 2.93564, -1.28650)
H (0.51754, -1.67124, 2.48104)
H (1.11402, 0.00120, 2.58570)
H (-0.51110, -0.37790, 2.33054)
H (0.94904, 0.31465, 0.06558)
H (1.22781, -1.44896, 0.27442)
H (-2.25202, 0.10723, -1.07452)
H (-0.84814, 1.11984, -0.96795)
H (2.23802, 2.12030, -1.82404)

Atomic partial charges in e from the natural (NBO) method, atoms 1 to 2:
1. C 0.71
2. C -0.57

***

Among the records above, which one has the highest molecular weight?
C24H64IInO16P

***

What is the molecular weight in the seventh record?
280.56 g/mol

***

What is the electronic energy in the sixth record?
-7361.3285 eV